C10H9Cl2HfNO | ωB97M-V/def2-TZVPD

Each line ends with the natural charge from an NBO analysis.
Element x y z (Å)
1 Hf -0.451 -0.103 -0.358  2.4366
2 C 0.785 -0.021 -2.170  -1.3297
3 H 1.882 0.105 -2.105  0.3067
4 H 0.587 -0.939 -2.759  0.2903
5 H 0.380 0.754 -2.848  0.2720
6 H -2.027 -0.538 0.482  0.0800
7 H -2.060 0.308 0.544  0.0505
8 Cl -0.021 -4.219 2.065  0.1690
9 C 0.154 -2.688 2.773  -0.0207
10 C -0.006 -2.420 4.134  -0.2141
11 C 0.028 -1.115 4.620  0.0231
12 Cl -0.184 -0.883 6.303  0.1364
13 C 0.255 0.020 3.781  -0.1152
14 C 0.149 1.366 4.164  -0.0046
15 C 0.253 2.353 3.206  -0.2535
16 C 0.326 2.040 1.847  0.1115
17 N 0.311 0.737 1.453  -0.6808
18 C 0.459 -0.275 2.404  0.1505
19 C 0.280 -1.601 1.911  0.2303
20 O -0.130 -1.745 0.618  -0.7267
21 H -0.181 -3.266 4.781  0.2836
22 H 0.015 1.622 5.214  0.2815
23 H 0.273 3.400 3.488  0.2790
24 H 0.395 2.790 1.056  0.2444

E_HOMO = -15.7 eV
Net charge = +2
Multiplicity = 1
Maximum force = 6.20 eV Å⁻¹